Record 1
126
Properties=species:S:1:pos:R:3:lowdin_charge:R:1 method="wB97M-V/def2-TZVPD" charge=-1 homo_energy_ha=-0.163 spin_multiplicity=1 orbital_gap_ev=6.3 max_force_ev_per_a=3.89 total_energy_ev=-83689.0452
Na 14.88 19.83 -34.95 0.296
S 17.58 20.83 -35.70 0.171
O 18.25 21.57 -34.68 -0.352
O 16.29 21.54 -35.94 -0.441
O 18.42 20.92 -36.85 -0.347
O 17.14 19.49 -35.27 -0.402
C 17.32 24.00 -41.53 -0.148
O 16.44 24.27 -40.48 -0.161
C 16.98 23.74 -39.31 -0.232
C 16.62 24.64 -38.11 -0.195
N 17.14 24.07 -36.86 -0.035
C 16.86 24.76 -35.62 -0.172
C 17.46 26.22 -35.44 -0.203
O 18.83 26.08 -35.79 -0.201
C 19.60 27.25 -35.39 -0.102
H 16.90 24.39 -42.46 0.079
H 17.52 22.94 -41.65 0.088
H 18.29 24.50 -41.51 0.083
H 18.07 23.69 -39.29 0.129
H 16.63 22.75 -39.02 0.113
H 15.55 24.81 -38.05 0.098
H 17.04 25.61 -38.39 0.110
H 16.91 23.09 -36.77 0.045
H 17.32 24.08 -34.90 0.112
H 15.79 24.84 -35.39 0.081
H 17.47 26.46 -34.38 0.104
H 17.03 27.01 -36.05 0.107
H 19.54 27.34 -34.31 0.075
H 19.35 28.19 -35.88 0.074
H 20.64 27.04 -35.66 0.078
C 10.65 18.86 -32.90 -0.074
O 11.57 18.21 -33.80 -0.213
C 12.76 17.73 -33.22 -0.214
C 13.42 16.73 -34.17 -0.179
N 14.03 17.36 -35.34 -0.047
C 13.10 17.76 -36.44 -0.145
C 13.80 18.57 -37.54 -0.225
O 14.02 19.90 -37.19 -0.201
C 14.52 20.67 -38.29 -0.083
H 11.13 19.73 -32.45 0.092
H 10.19 18.19 -32.17 0.081
H 9.76 19.13 -33.46 0.076
H 12.53 17.07 -32.38 0.117
H 13.32 18.61 -32.91 0.118
H 12.76 15.95 -34.52 0.120
H 14.20 16.23 -33.59 0.107
H 14.92 16.94 -35.57 0.063
H 12.35 18.42 -36.01 0.101
H 12.76 16.88 -37.00 0.117
H 13.06 18.60 -38.33 0.121
H 14.68 17.98 -37.79 0.116
H 13.85 20.91 -39.12 0.087
H 15.43 20.26 -38.73 0.102
H 14.72 21.68 -37.93 0.071
C 15.97 20.06 -31.89 -0.072
O 14.86 20.79 -32.41 -0.213
C 15.14 22.12 -32.76 -0.211
C 14.00 22.70 -33.61 -0.168
N 13.87 22.06 -34.93 -0.049
C 12.66 22.48 -35.66 -0.155
C 12.70 24.04 -35.98 -0.146
O 12.27 24.78 -34.77 -0.232
C 12.37 26.24 -34.90 -0.088
H 16.48 19.61 -32.74 0.077
H 15.59 19.34 -31.17 0.082
H 16.63 20.77 -31.38 0.094
H 16.05 22.15 -33.36 0.108
H 15.30 22.76 -31.89 0.123
H 14.28 23.75 -33.73 0.101
H 13.09 22.66 -33.01 0.122
H 14.69 22.23 -35.50 0.056
H 11.72 22.09 -35.29 0.103
H 12.67 21.98 -36.64 0.090
H 11.99 24.24 -36.78 0.108
H 13.72 24.32 -36.25 0.096
H 12.28 26.67 -33.90 0.077
H 11.57 26.61 -35.53 0.073
H 13.32 26.57 -35.31 0.073
C 16.61 15.68 -31.26 -0.091
O 17.05 15.25 -32.57 -0.179
C 17.21 16.29 -33.47 -0.246
C 17.51 15.88 -34.94 -0.154
N 16.88 16.78 -35.90 -0.076
C 17.28 16.52 -37.26 -0.192
C 16.70 15.21 -37.84 -0.160
O 17.39 14.00 -37.39 -0.227
C 18.72 13.76 -37.86 -0.112
H 16.75 14.76 -30.69 0.083
H 15.62 16.10 -31.10 0.075
H 17.29 16.43 -30.86 0.080
H 17.96 16.96 -33.04 0.121
H 16.37 16.99 -33.47 0.095
H 17.18 14.84 -35.01 0.113
H 18.60 15.85 -34.98 0.116
H 17.01 17.74 -35.61 0.050
H 18.35 16.65 -37.37 0.118
H 16.82 17.37 -37.77 0.110
H 16.73 15.25 -38.93 0.108
H 15.65 15.03 -37.62 0.118
H 19.18 12.90 -37.38 0.084
H 19.34 14.66 -37.81 0.076
H 18.62 13.52 -38.92 0.074
C 3.26 19.73 -33.89 -0.099
O 4.00 19.29 -35.02 -0.214
C 3.65 19.74 -36.31 -0.238
C 4.56 19.04 -37.28 -0.174
N 5.86 19.81 -37.28 -0.059
C 6.71 19.21 -38.21 -0.264
C 8.09 19.75 -37.97 -0.271
O 8.72 19.38 -36.79 -0.154
C 9.88 20.14 -36.57 -0.107
H 3.56 19.16 -33.02 0.085
H 2.18 19.61 -33.96 0.080
H 3.49 20.78 -33.72 0.083
H 3.56 20.82 -36.29 0.128
H 2.67 19.28 -36.43 0.114
H 4.16 19.03 -38.29 0.118
H 4.77 18.02 -36.97 0.121
H 6.21 19.67 -36.34 0.108
H 6.34 19.51 -39.18 0.129
H 6.75 18.12 -38.12 0.123
H 8.04 20.84 -38.03 0.124
H 8.69 19.43 -38.82 0.121
H 10.57 19.97 -37.40 0.089
H 10.43 19.78 -35.70 0.070
H 9.72 21.21 -36.47 0.090



Record 2
118
Properties=species:S:1:pos:R:3:lowdin_charge:R:1 method="wB97M-V/def2-TZVPD" charge=0 homo_energy_ha=-0.294 spin_multiplicity=1 orbital_gap_ev=8.5 max_force_ev_per_a=3.19 total_energy_ev=-72251.9294
C -4.30 4.83 12.29 -0.064
C -4.28 6.02 11.30 -0.235
N -5.29 7.01 11.67 -0.213
C -5.02 8.28 11.01 -0.256
C -4.11 9.06 11.95 -0.089
C -6.60 6.48 11.39 -0.268
C -7.75 7.42 11.88 -0.089
H -5.24 4.29 12.39 0.063
H -3.92 5.03 13.29 0.057
H -3.60 4.11 11.87 0.049
H -3.30 6.50 11.34 0.104
H -4.41 5.87 10.23 0.112
H -4.53 8.10 10.05 0.109
H -5.87 8.93 10.80 0.107
H -3.09 8.75 12.18 0.065
H -4.04 10.13 11.75 0.066
H -4.67 9.02 12.88 0.070
H -6.86 5.54 11.87 0.106
H -6.80 6.51 10.32 0.112
H -7.82 8.38 11.38 0.054
H -7.54 7.67 12.92 0.075
H -8.64 6.84 11.66 0.071
C -6.03 4.78 20.97 -0.105
C -5.12 5.41 19.93 -0.261
N -3.76 5.50 20.52 -0.167
C -2.63 5.30 19.54 -0.219
C -2.75 3.91 18.95 -0.101
C -3.81 6.65 21.45 -0.283
C -2.75 6.63 22.49 -0.082
H -6.86 4.22 20.54 0.066
H -6.48 5.54 21.60 0.063
H -5.42 4.03 21.47 0.085
H -5.20 4.64 19.17 0.098
H -5.44 6.42 19.67 0.111
H -2.44 6.10 18.82 0.065
H -1.63 5.37 19.97 0.102
H -2.85 3.10 19.68 0.080
H -3.56 3.61 18.29 0.060
H -1.89 3.66 18.33 0.049
H -4.75 6.77 22.00 0.103
H -3.91 7.53 20.81 0.097
H -2.34 7.63 22.48 0.068
H -1.99 5.86 22.34 0.074
H -3.10 6.53 23.52 0.070
C -1.18 8.33 19.45 -0.060
C -0.97 8.54 17.91 -0.229
N -0.68 7.30 17.22 -0.174
C 0.74 6.95 17.25 -0.267
C 1.62 7.89 16.50 -0.099
C -1.20 7.22 15.80 -0.244
C -2.68 6.97 15.77 -0.066
H -0.57 7.51 19.83 0.059
H -2.18 7.92 19.59 0.036
H -0.97 9.17 20.12 0.061
H -1.89 8.95 17.49 0.107
H -0.24 9.31 17.67 0.095
H 1.14 7.11 18.25 0.108
H 0.84 5.93 16.89 0.112
H 1.60 8.89 16.93 0.071
H 2.63 7.48 16.51 0.067
H 1.35 7.93 15.44 0.071
H -0.66 6.49 15.20 0.095
H -0.86 8.05 15.18 0.106
H -2.80 6.22 16.55 0.065
H -2.95 6.50 14.82 0.054
H -3.26 7.87 15.98 0.074
C 2.83 6.72 23.55 -0.076
C 3.99 7.75 23.31 -0.239
N 3.35 9.04 23.07 -0.154
C 2.76 9.15 21.72 -0.271
C 1.87 10.36 21.52 -0.088
C 4.44 10.10 23.16 -0.228
C 4.76 10.47 24.65 -0.083
H 2.27 6.40 22.68 0.055
H 2.04 7.17 24.15 0.069
H 3.11 5.81 24.09 0.064
H 4.66 7.75 24.17 0.106
H 4.59 7.41 22.46 0.082
H 2.16 8.32 21.34 0.105
H 3.53 9.30 20.96 0.096
H 1.39 10.58 22.47 0.082
H 1.11 10.18 20.76 0.053
H 2.54 11.17 21.23 0.065
H 5.32 9.82 22.59 0.100
H 4.17 11.10 22.83 0.098
H 3.94 10.67 25.34 0.079
H 5.23 9.58 25.07 0.043
H 5.63 11.13 24.60 0.070
O 6.35 5.27 21.38 -0.317
S 7.59 5.83 20.84 0.696
O 8.75 5.15 20.32 -0.276
O 7.10 6.83 19.59 -0.267
C 5.87 7.53 19.67 -0.312
C 5.26 7.69 18.27 -0.056
C 8.08 7.17 22.07 -0.079
H 6.02 8.51 20.11 0.105
H 5.16 7.04 20.34 0.091
H 4.40 8.35 18.20 0.063
H 4.90 6.74 17.89 0.079
H 6.02 8.14 17.62 0.081
H 7.17 7.77 22.11 0.029
H 8.92 7.73 21.66 0.068
H 8.23 6.73 23.05 0.066
O 1.02 5.24 12.40 -0.308
S 0.99 3.85 11.97 0.708
O 2.13 3.31 11.24 -0.286
O 0.59 2.88 13.34 -0.265
C -0.14 3.53 14.37 -0.333
C -0.92 2.59 15.30 -0.026
C -0.55 3.61 11.00 -0.103
H -0.85 4.26 13.97 0.090
H 0.60 4.19 14.83 0.103
H -1.06 3.08 16.26 0.059
H -0.22 1.76 15.45 0.082
H -1.81 2.36 14.71 0.081
H -1.27 4.26 11.50 0.038
H -0.98 2.60 10.97 0.073
H -0.29 3.81 9.97 0.070



Record 3
124
Properties=species:S:1:pos:R:3:lowdin_charge:R:1 method="wB97M-V/def2-TZVPD" s_squared=1.09 charge=+3 homo_energy_ha="-0.534 / -0.534" spin_multiplicity=2 orbital_gap_ev="4.0 / 3.5" max_force_ev_per_a=6.04 total_energy_ev=-81304.0557
Hg 0.43 -2.12 -3.97 1.241
K 2.78 0.55 -3.70 0.754
C -0.32 0.90 -0.16 -0.041
C 0.41 -0.06 -1.15 -0.360
O -0.26 -0.37 -2.39 -0.311
H -1.40 0.76 -0.06 0.062
H -0.10 1.92 -0.45 0.064
H 0.06 0.74 0.85 0.057
H 0.53 -0.99 -0.60 0.075
H 1.38 0.44 -1.22 0.063
C -4.77 -2.50 -2.53 -0.107
O -4.94 -2.07 -1.19 -0.134
C -3.69 -1.57 -0.81 -0.250
C -3.99 -0.91 0.55 -0.205
N -4.29 -1.82 1.65 -0.017
C -3.09 -2.51 2.21 -0.184
C -3.46 -3.60 3.25 -0.227
O -4.33 -4.58 2.71 -0.203
C -4.60 -5.67 3.64 -0.061
H -4.07 -3.30 -2.75 0.073
H -4.63 -1.66 -3.21 0.094
H -5.73 -2.92 -2.81 0.101
H -3.28 -0.85 -1.52 0.116
H -2.91 -2.30 -0.57 0.089
H -4.84 -0.27 0.30 0.121
H -3.28 -0.20 0.99 0.082
H -4.72 -2.56 1.12 0.093
H -2.40 -1.80 2.67 0.086
H -2.48 -3.02 1.47 0.084
H -4.06 -3.20 4.07 0.120
H -2.63 -4.04 3.79 0.116
H -4.05 -6.57 3.36 0.082
H -5.68 -5.84 3.60 0.094
H -4.29 -5.47 4.67 0.085
C 0.28 -6.48 0.79 -0.053
O 0.09 -5.18 0.20 -0.203
C -1.04 -5.19 -0.64 -0.218
C -0.93 -4.00 -1.60 -0.151
N 0.24 -4.09 -2.60 -0.110
C 0.02 -5.21 -3.57 -0.177
C 1.16 -5.28 -4.58 -0.133
O 1.33 -3.95 -5.17 -0.331
C 1.55 -3.83 -6.55 -0.096
H 1.05 -6.48 1.57 0.103
H 0.52 -7.20 0.02 0.089
H -0.70 -6.79 1.14 0.094
H -1.96 -5.06 -0.08 0.131
H -1.12 -6.15 -1.15 0.120
H -0.65 -3.09 -1.06 0.093
H -1.91 -3.84 -2.04 0.101
H 1.03 -4.16 -1.98 0.116
H -0.97 -5.07 -4.00 0.135
H -0.11 -6.16 -3.06 0.129
H 0.88 -6.09 -5.25 0.147
H 2.03 -5.66 -4.04 0.140
H 2.10 -2.91 -6.75 0.090
H 0.62 -3.75 -7.11 0.104
H 2.14 -4.55 -7.11 0.114
C 2.34 2.78 5.32 -0.083
O 1.52 3.95 5.40 -0.150
C 1.26 4.44 4.10 -0.202
C -0.07 5.20 4.10 -0.077
N -1.38 4.46 4.33 0.250
C -1.59 3.57 3.16 -0.114
C -2.92 2.81 3.33 -0.142
O -2.76 1.94 4.51 -0.189
C -2.32 0.62 4.12 -0.061
H 3.37 3.08 5.17 0.101
H 2.02 2.07 4.56 0.071
H 2.42 2.13 6.20 0.101
H 1.21 3.61 3.40 0.083
H 2.11 5.07 3.84 0.156
H -0.01 5.94 3.29 0.146
H -0.06 5.80 5.01 0.142
H -1.34 3.82 5.11 0.162
H -0.67 3.00 3.06 0.130
H -1.71 4.23 2.30 0.142
H -3.19 2.32 2.39 0.121
H -3.82 3.39 3.54 0.143
H -3.18 0.18 3.61 0.083
H -1.99 0.02 4.97 0.105
H -1.55 0.79 3.38 0.064
C -2.08 3.66 -3.46 -0.085
O -0.89 3.23 -4.06 -0.192
C 0.27 3.74 -3.43 -0.231
C 1.40 3.98 -4.46 -0.196
N 2.81 3.92 -4.06 -0.067
C 2.91 4.57 -2.81 -0.239
C 4.44 4.80 -2.40 -0.203
O 5.11 5.52 -3.44 -0.178
C 6.19 6.23 -2.91 -0.099
H -2.97 3.56 -4.09 0.099
H -1.93 4.73 -3.31 0.094
H -2.17 3.04 -2.58 0.083
H 0.55 2.99 -2.68 0.092
H 0.15 4.67 -2.88 0.120
H 1.13 4.97 -4.83 0.131
H 1.33 3.34 -5.34 0.116
H 3.31 4.36 -4.83 0.127
H 2.46 4.13 -1.93 0.109
H 2.47 5.56 -2.82 0.128
H 4.88 3.85 -2.11 0.102
H 4.33 5.33 -1.45 0.103
H 6.53 6.90 -3.70 0.104
H 6.98 5.62 -2.47 0.092
H 5.75 6.76 -2.06 0.086
C 3.00 2.23 1.56 -0.099
C 4.24 2.29 0.73 -0.277
O 4.75 3.64 0.49 -0.081
H 2.62 1.21 1.65 0.071
H 2.24 2.95 1.26 0.071
H 3.21 2.58 2.57 0.055
H 3.94 2.00 -0.28 0.088
H 4.97 1.65 1.21 0.128
H 5.71 3.65 0.56 0.093
C 1.20 -1.52 3.30 -0.070
C 1.13 -2.65 2.30 -0.367
O 2.23 -2.70 1.49 -0.059
H 2.15 -1.55 3.83 0.088
H 0.47 -1.68 4.09 0.075
H 1.06 -0.54 2.83 0.042
H 0.24 -2.65 1.67 0.098
H 1.27 -3.60 2.80 0.125
H 1.99 -2.34 0.64 0.057